# 1
Computed, not measured: 3 unconnected molecules or ions with the total composition C32H46BrClF5N2O10P2S3, with wB97M-V/def2-TZVPD.

Geometry as XYZ:
```
102
Properties=species:S:1:pos:R:3
C 3.603 2.074 -3.428
P 1.792 1.817 -3.490
O 1.100 3.270 -3.800
C 1.293 1.603 -1.702
C 1.189 2.637 -0.764
C 1.531 4.042 -1.245
O 0.646 4.821 -1.418
O 2.824 4.279 -1.545
C 3.683 4.691 -0.441
C 5.138 4.546 -0.805
C 5.574 3.072 -0.866
Br 6.946 2.646 0.431
C 0.723 2.377 0.542
S 0.632 3.756 1.725
O 1.438 4.824 1.218
O 0.934 3.324 3.054
C -1.102 4.501 1.675
F -1.060 5.425 2.640
F -1.253 5.096 0.493
C -2.316 3.580 1.923
F -2.332 2.587 1.023
F -3.424 4.306 1.761
F -2.317 3.096 3.159
C 0.373 1.076 0.901
P -0.314 0.802 2.671
N 0.693 -0.388 3.331
O -1.689 -0.020 2.282
N 0.520 0.083 -0.027
C 0.220 -1.324 0.341
C 1.501 -2.074 0.697
C 1.296 -3.573 0.772
Cl 0.638 -4.236 -0.753
C 0.947 0.308 -1.305
C 1.009 -0.846 -2.256
C -0.365 -1.125 -2.923
C -0.828 -0.157 -4.015
C -2.132 -0.618 -4.643
C -3.133 -1.214 -3.877
C -4.314 -1.648 -4.459
C -4.522 -1.487 -5.820
C -3.549 -0.864 -6.585
C -2.366 -0.438 -6.001
H 3.984 1.644 -4.353
H 4.006 1.479 -2.611
H 3.890 3.118 -3.356
H 1.348 3.562 -4.685
H 3.413 5.706 -0.166
H 3.487 4.053 0.421
H 5.691 5.041 -0.010
H 5.364 5.021 -1.758
H 4.737 2.434 -0.593
H 5.920 2.793 -1.853
H 0.251 -1.294 3.433
H 1.026 -0.054 4.226
H -2.116 -0.303 3.102
H -0.450 -1.344 1.189
H -0.311 -1.805 -0.467
H 1.884 -1.736 1.656
H 2.294 -1.871 -0.024
H 0.656 -3.871 1.595
H 2.264 -4.043 0.927
H 1.260 -1.760 -1.729
H 1.791 -0.710 -2.995
H -1.111 -1.266 -2.148
H -0.244 -2.094 -3.410
H -0.932 0.866 -3.645
H -0.064 -0.175 -4.790
H -2.979 -1.307 -2.815
H -5.058 -2.117 -3.828
H -5.440 -1.842 -6.265
H -3.724 -0.723 -7.642
H -1.620 0.031 -6.632
C 4.026 -5.297 5.624
C 3.667 -4.175 6.608
C 3.544 -2.877 5.797
S 3.051 -3.373 4.142
O 4.095 -3.036 3.209
O 1.695 -2.935 3.873
C 3.076 -5.136 4.441
H 3.927 -6.281 6.078
H 5.058 -5.184 5.289
H 2.714 -4.401 7.089
H 4.414 -4.072 7.393
H 2.793 -2.202 6.199
H 4.497 -2.359 5.708
H 3.403 -5.645 3.538
H 2.061 -5.440 4.697
C -6.322 0.620 0.200
C -7.303 -0.490 -0.201
C -6.472 -1.663 -0.734
S -4.881 -1.569 0.098
O -3.856 -1.288 -0.885
O -4.727 -2.673 1.009
C -5.223 -0.065 1.006
H -6.810 1.403 0.778
H -5.896 1.079 -0.695
H -7.872 -0.808 0.674
H -8.016 -0.148 -0.948
H -6.915 -2.630 -0.513
H -6.288 -1.575 -1.804
H -4.309 0.516 1.088
H -5.576 -0.357 1.995
```

For the LUMO energy, the calculation gives -3.88 eV. Its HOMO energy is -10.7888 eV. The calculation puts the molar mass at 987.22 g mol⁻¹. For the gap between HOMO and LUMO, the calculation gives 0.254 Ha. The net charge is +1.


# 2
Computed, not measured: a molecular structure, C32H46MnN5P2S2, with wB97M-V/def2-TZVPD.

Geometry as XYZ:
```
88
Properties=species:S:1:pos:R:3
Mn 0.667 -0.044 -0.183
C -2.324 1.429 -2.927
C -1.174 0.675 -3.595
C -0.276 1.632 -4.376
P -0.265 -0.377 -2.349
C 0.764 -1.526 -3.408
C 2.098 -0.873 -3.798
C 1.040 -2.856 -2.703
C -1.600 -1.437 -1.724
C -2.286 -2.309 -2.561
C -3.205 -3.222 -2.066
C -3.952 -4.158 -2.969
C -3.379 -3.249 -0.682
C -2.722 -2.374 0.161
C -1.841 -1.402 -0.340
N -1.132 -0.457 0.435
C -1.588 0.029 1.667
C -2.862 -0.196 2.211
C -3.145 0.135 3.525
C -2.197 0.721 4.361
C -2.477 0.999 5.810
C -1.001 1.113 3.773
C -0.713 0.825 2.445
P 0.644 1.588 1.522
C -0.007 3.294 1.154
C -0.228 4.141 2.401
C -1.293 3.159 0.333
C 2.036 1.834 2.708
C 2.549 0.478 3.202
C 3.160 2.652 2.070
H -2.956 1.880 -3.692
H -1.947 2.236 -2.296
H -2.947 0.772 -2.320
H -1.590 -0.064 -4.286
H 0.219 2.344 -3.711
H -0.887 2.206 -5.073
H 0.478 1.108 -4.962
H 0.182 -1.701 -4.316
H 2.800 -0.918 -2.964
H 1.984 0.168 -4.104
H 2.544 -1.419 -4.629
H 1.516 -2.686 -1.733
H 1.727 -3.449 -3.309
H 0.140 -3.443 -2.540
H -2.095 -2.285 -3.629
H -3.559 -4.130 -3.983
H -5.009 -3.889 -3.006
H -3.896 -5.183 -2.601
H -4.053 -3.981 -0.252
H -2.894 -2.472 1.222
H -3.645 -0.614 1.598
H -4.136 -0.072 3.913
H -3.125 0.237 6.241
H -2.983 1.960 5.928
H -1.553 1.040 6.385
H -0.295 1.680 4.370
H 0.763 3.767 0.534
H -0.929 3.663 3.085
H -0.661 5.095 2.097
H 0.699 4.356 2.932
H -2.130 2.874 0.971
H -1.191 2.396 -0.442
H -1.540 4.109 -0.142
H 1.623 2.396 3.547
H 3.087 -0.037 2.405
H 1.737 -0.163 3.549
H 3.243 0.622 4.031
H 3.550 2.152 1.179
H 3.981 2.755 2.780
H 2.833 3.655 1.791
N 2.517 2.341 -1.874
C 3.166 1.264 -1.404
N 2.576 0.290 -0.735
C 3.489 -0.694 -0.349
C 4.758 -0.455 -0.735
S 4.865 1.035 -1.604
C 2.970 -1.810 0.426
C 3.642 -2.880 0.897
S 2.599 -3.883 1.833
C 1.289 -2.782 1.528
N 1.616 -1.763 0.762
N 0.084 -2.973 2.071
H 1.518 2.394 -1.776
H 2.988 3.033 -2.430
H 5.638 -1.048 -0.551
H 4.682 -3.133 0.772
H -0.112 -3.803 2.604
H -0.658 -2.316 1.895
```

For the LUMO energy (spin up / spin down), the calculation gives -6.61 / -5.97 eV. Its HOMO energy (spin up / spin down) is -12.3932 / -12.5616 eV. The calculation puts the molar mass at 681.78 g mol⁻¹. For the gap between HOMO and LUMO (spin up / spin down), the calculation gives 0.212 / 0.242 Ha. As for the expectation value of S²: 6.08. Its spin multiplicity is 5. The net charge is +2.


# 3
Computed, not measured: a molecular structure, C32H47AsCaN4O9PS2Si3, with wB97M-V/def2-TZVPD.

Geometry as XYZ:
```
100
Properties=species:S:1:pos:R:3
Ca 0.876 -2.304 -1.583
O -2.022 -5.968 2.838
C -1.603 -5.180 1.849
C -1.612 -3.769 1.966
C -1.170 -2.984 0.879
N -0.728 -3.617 -0.186
C -0.732 -4.920 -0.313
C -1.214 -5.836 0.696
C -0.195 -5.445 -1.585
O -0.334 -6.696 -1.687
O 0.370 -4.621 -2.382
C -1.155 -1.442 0.756
O -1.764 -0.794 1.649
O -0.632 -0.998 -0.376
H -2.806 -5.616 3.345
H -1.937 -3.242 2.873
H -1.210 -6.876 0.535
C 5.035 0.076 3.324
C 4.184 -0.967 2.553
O 3.495 -0.335 1.419
P 3.670 -0.946 -0.081
S 2.684 -0.045 -1.379
S 3.394 -2.945 -0.015
O 5.286 -0.841 -0.251
C 5.909 -0.969 -1.588
C 5.940 0.476 -2.080
H 5.651 -0.586 3.959
H 4.393 0.692 3.933
H 5.748 0.688 2.796
H 3.421 -1.333 3.246
H 4.797 -1.889 2.304
H 5.291 -1.588 -2.228
H 6.943 -1.426 -1.478
H 4.994 0.979 -2.069
H 6.370 0.615 -3.141
H 6.627 1.062 -1.446
O 2.690 -1.244 -8.864
N 1.497 -1.266 -8.655
O 0.642 -0.985 -9.522
C 0.961 -1.502 -7.301
C -0.271 -0.886 -7.104
C -0.841 -0.917 -5.816
C -2.158 -0.351 -5.665
C -2.540 -0.076 -4.341
C -1.718 -0.561 -3.301
N -0.556 -1.216 -3.441
C -0.101 -1.368 -4.650
C 1.277 -1.929 -4.914
N 1.920 -2.377 -3.826
C 2.902 -3.217 -3.966
C 3.407 -3.522 -5.250
C 2.900 -2.927 -6.367
C 1.707 -2.090 -6.264
H -0.801 -0.495 -8.005
H -2.696 -0.038 -6.587
H -3.487 0.425 -4.063
H -1.992 -0.449 -2.265
H 3.410 -3.580 -3.086
H 4.178 -4.265 -5.329
H 3.288 -3.266 -7.355
C -4.975 2.825 3.803
Si -4.079 1.436 2.873
C -5.154 1.064 1.314
C -3.947 -0.039 4.003
As -1.860 2.312 1.795
Si -2.075 4.814 1.805
C -2.359 5.625 3.505
C -0.428 5.477 1.046
C -3.385 5.202 0.583
Si -0.515 2.176 3.725
C 0.279 0.463 3.842
C -1.370 2.767 5.269
C 1.111 3.217 3.531
H -5.948 2.303 3.909
H -5.157 3.756 3.245
H -4.689 3.052 4.838
H -5.904 0.225 1.395
H -4.499 0.666 0.511
H -5.643 1.992 1.007
H -3.617 0.379 4.931
H -3.317 -0.899 3.686
H -4.936 -0.530 4.255
H -2.770 4.921 4.266
H -2.979 6.512 3.552
H -1.328 5.915 3.926
H -0.417 5.205 -0.031
H 0.517 5.059 1.495
H -0.460 6.589 1.130
H -3.003 4.730 -0.414
H -3.525 6.282 0.461
H -4.434 4.863 0.604
H 0.435 0.118 4.919
H 1.309 0.442 3.408
H -0.126 -0.351 3.347
H -1.196 3.845 5.521
H -1.029 2.245 6.236
H -2.472 2.698 5.089
H 1.598 3.007 2.551
H 1.801 3.059 4.408
H 0.961 4.271 3.543
```

For the LUMO energy (spin up / spin down), the calculation gives 3.65 / 3.65 eV. Its HOMO energy (spin up / spin down) is -0.4646 / -3.3933 eV. The energy relative to the best compared isomer or geometry (same formula, charge and spin) is 242.6 kJ/mol. The calculation puts the molar mass at 926.11 g mol⁻¹. For the gap between HOMO and LUMO (spin up / spin down), the calculation gives 0.151 / 0.259 Ha. As for the expectation value of S²: 0.79. Its spin multiplicity is 2. The net charge is -2.


# 4
Computed, not measured: a molecular structure, C32H47BN5O6P2RbS, with wB97M-V/def2-TZVPD.

Geometry as XYZ:
```
95
Properties=species:S:1:pos:R:3
Rb -1.389 0.097 -2.527
C 2.078 -4.231 -0.023
C 2.249 -2.978 -0.894
C 0.871 -2.479 -1.319
C 3.026 -3.379 -2.158
P 3.377 -1.841 0.096
C 2.736 -1.867 1.841
N 1.357 -1.652 2.262
B 0.154 -1.230 1.616
N -0.877 -1.188 2.600
C -2.285 -0.854 2.501
P -2.742 0.095 0.967
C -4.557 -0.405 0.882
C -4.550 -1.763 0.161
C -5.290 -0.562 2.218
C -5.328 0.586 0.006
C -2.595 1.878 1.546
C -2.805 2.798 0.336
C -1.141 2.062 2.006
C -3.531 2.304 2.676
C -0.320 -1.584 3.811
C -0.894 -1.727 5.061
C -0.081 -2.133 6.119
C 1.268 -2.391 5.922
C 1.850 -2.255 4.662
C 1.046 -1.857 3.607
C 3.244 -0.058 -0.453
C 1.930 0.668 -0.177
C 3.565 -0.012 -1.950
C 4.363 0.682 0.297
H 1.595 -5.013 -0.616
H 1.450 -4.035 0.848
H 3.042 -4.617 0.320
H 0.364 -3.270 -1.884
H 0.934 -1.614 -1.980
H 0.250 -2.232 -0.454
H 2.484 -4.182 -2.668
H 4.028 -3.737 -1.912
H 3.110 -2.553 -2.862
H 3.380 -1.146 2.359
H 3.046 -2.848 2.214
H -2.580 -0.288 3.390
H -2.875 -1.775 2.502
H -3.950 -2.508 0.693
H -4.167 -1.664 -0.855
H -5.574 -2.140 0.088
H -4.869 -1.358 2.836
H -6.330 -0.834 2.010
H -5.298 0.356 2.803
H -4.809 0.787 -0.932
H -5.508 1.530 0.525
H -6.295 0.153 -0.263
H -2.067 2.613 -0.444
H -2.648 3.834 0.647
H -3.807 2.716 -0.083
H -0.438 1.780 1.220
H -0.916 1.492 2.911
H -0.970 3.121 2.213
H -4.573 2.322 2.356
H -3.265 3.319 2.989
H -3.449 1.661 3.556
H -1.947 -1.530 5.216
H -0.511 -2.248 7.106
H 1.882 -2.701 6.759
H 2.903 -2.454 4.516
H 1.075 0.150 -0.612
H 1.952 1.675 -0.599
H 1.755 0.766 0.897
H 2.747 -0.401 -2.556
H 4.478 -0.570 -2.180
H 3.718 1.028 -2.251
H 4.205 0.680 1.378
H 4.374 1.725 -0.031
H 5.340 0.242 0.089
S -6.923 -0.826 -3.214
C -5.305 -0.500 -3.221
N -4.157 -0.281 -3.196
O 1.882 -0.248 -5.952
C 1.463 0.149 -4.860
O 0.766 -0.491 -4.013
C 1.849 1.577 -4.439
C 2.873 2.261 -5.094
C 3.232 3.512 -4.604
C 2.637 4.126 -3.516
C 1.597 3.435 -2.881
C 1.224 2.173 -3.365
N 0.949 3.954 -1.771
O -0.004 3.265 -1.236
O 1.313 5.081 -1.304
N 4.328 4.235 -5.278
O 4.872 3.703 -6.230
O 4.648 5.333 -4.856
H 3.366 1.816 -5.943
H 2.949 5.093 -3.159
H 0.448 1.676 -2.823
```

For the LUMO energy (spin up / spin down), the calculation gives 3.62 / 3.59 eV. Its HOMO energy (spin up / spin down) is -3.3532 / -0.9496 eV. The calculation puts the molar mass at 788.05 g mol⁻¹. For the gap between HOMO and LUMO (spin up / spin down), the calculation gives 0.256 / 0.167 Ha. The net charge is -2.


# 5
Computed, not measured: a molecular structure, C32H47Cl2N5PbSbSi, with wB97M-V/def2-TZVPD.

Geometry as XYZ:
```
89
Properties=species:S:1:pos:R:3
Pb 0.339 0.028 -0.178
C 0.957 2.099 2.418
C 2.146 2.074 1.496
C 3.344 2.500 1.970
C 4.494 2.412 1.113
C 4.364 2.046 -0.163
C 2.995 1.825 -0.777
N 1.935 1.623 0.219
Sb 0.637 0.518 -4.309
C -0.635 1.809 -3.146
C -1.165 2.871 -3.872
C -2.012 3.772 -3.254
C -2.319 3.581 -1.921
C -1.742 2.519 -1.236
C -2.069 2.297 0.209
N -0.895 1.662 -1.833
C -0.312 -1.352 -3.848
C -0.315 -2.297 -4.871
C -0.875 -3.541 -4.639
C -1.451 -3.792 -3.407
C -1.436 -2.796 -2.437
C -2.108 -3.000 -1.112
N -0.842 -1.612 -2.647
H 0.369 3.005 2.255
H 1.281 2.095 3.457
H 0.287 1.241 2.293
H 3.433 2.839 2.991
H 5.479 2.626 1.511
H 5.230 1.978 -0.813
H -0.930 2.980 -4.923
H -2.438 4.599 -3.807
H -2.993 4.245 -1.399
H -2.799 3.027 0.553
H -1.177 2.411 0.825
H -2.481 1.300 0.370
H 0.109 -2.057 -5.838
H -0.878 -4.297 -5.414
H -1.924 -4.740 -3.191
H -2.649 -3.944 -1.085
H -2.816 -2.192 -0.925
H -1.382 -2.997 -0.291
Cl -2.508 -0.797 2.243
C -3.429 0.201 3.397
Cl -5.157 0.139 3.083
H -3.086 1.223 3.292
H -3.229 -0.185 4.389
C 3.213 -1.377 1.893
Si 1.821 -2.608 2.120
C 2.206 -4.285 1.303
C 1.126 -5.336 1.559
C 2.354 -4.069 -0.203
C 3.554 -4.792 1.847
C 1.138 -2.574 3.898
C -0.201 -3.299 4.048
C 2.170 -3.216 4.840
C 0.954 -1.106 4.302
H 4.084 -1.543 2.537
H 2.865 -0.363 2.108
H 3.575 -1.370 0.863
H 0.134 -4.992 1.258
H 1.078 -5.622 2.610
H 1.352 -6.242 0.987
H 1.422 -3.725 -0.660
H 2.630 -5.014 -0.684
H 3.137 -3.344 -0.431
H 3.525 -4.986 2.919
H 4.363 -4.085 1.651
H 3.816 -5.734 1.352
H -0.115 -4.371 3.876
H -0.956 -2.907 3.364
H -0.576 -3.162 5.068
H 2.305 -4.279 4.637
H 1.821 -3.127 5.876
H 3.145 -2.727 4.781
H 0.241 -0.594 3.650
H 1.895 -0.552 4.287
H 0.563 -1.058 5.324
C 2.638 3.018 -1.686
C 3.063 0.574 -1.623
N 2.242 -0.458 -1.534
C 2.666 -1.397 -2.460
C 3.757 -0.918 -3.102
N 3.990 0.331 -2.565
H 1.648 2.882 -2.130
H 3.371 3.152 -2.487
H 2.630 3.922 -1.078
H 2.163 -2.337 -2.591
H 4.384 -1.342 -3.867
H 4.740 0.953 -2.815
```

For the LUMO energy (spin up / spin down), the calculation gives -3.78 / -3.08 eV. Its HOMO energy (spin up / spin down) is -8.9136 / -9.2701 eV. The energy relative to the best compared isomer or geometry (same formula, charge and spin) is 0.0 kJ/mol. The calculation puts the molar mass at 929.71 g mol⁻¹. For the gap between HOMO and LUMO (spin up / spin down), the calculation gives 0.188 / 0.228 Ha. The net charge is +1.


Number 1: energy -204614.617 eV. Number 2: energy -112940.135 eV. Number 3: energy -192212.617 eV. Number 4: energy -84426.477 eV. Number 5: energy -86098.842 eV.